The following is a quantum chemistry calculation of a structure of composition C35H43ClP2Si2Yb at a distorted geometry, from OMol25.

Computed properties:
Multiplicity: 2
Charge: +1
E_tot in Eh: -4239.8227

XYZ file:
```
84
Properties=species:S:1:pos:R:3:forces:R:3:mulliken_spin:R:1
Yb -0.713 -1.032 2.657 3.9 1.2 -1.8 -0.005
Cl 2.530 0.220 -1.749 1.8 0.4 -1.2 0.144
P 0.449 1.505 4.427 0.4 0.7 -0.4 0.010
P 2.228 -0.682 2.925 -0.5 0.0 0.6 0.039
Si 1.690 0.111 -3.831 -0.2 -0.1 -0.7 0.018
Si 0.780 0.061 -0.510 -2.1 -1.3 1.8 0.226
C -0.220 -1.488 -0.685 0.5 1.9 1.0 -0.025
C 0.097 -2.661 0.045 -0.1 -0.5 0.2 0.143
C -2.436 -2.593 3.135 -0.9 -0.3 0.2 0.013
C 0.174 -1.522 -5.423 0.2 0.0 0.2 0.011
C -2.219 -0.801 4.558 -0.8 -0.2 0.3 -0.001
C 0.452 3.320 -6.012 -0.1 0.0 0.1 0.000
C -1.473 1.540 0.091 -0.1 0.2 -0.3 0.118
C 3.679 -1.638 2.414 0.2 -0.3 0.0 0.004
C 1.911 -1.396 4.587 0.3 -0.3 0.4 -0.008
C -2.892 -0.354 3.388 -0.9 0.0 0.5 0.000
C -0.870 3.719 -1.551 0.0 0.1 0.2 0.000
C 0.089 2.728 -1.343 -0.6 -0.2 0.1 0.012
C 1.087 1.952 6.098 -0.3 -0.3 0.1 0.000
C 1.229 2.426 -5.273 -0.2 -0.3 0.0 -0.003
C -0.233 -2.730 -5.984 0.1 0.0 0.2 -0.005
C -0.701 2.910 4.188 0.0 0.0 0.0 -0.001
C -1.904 -3.721 -0.822 -0.1 -0.6 0.2 0.203
C 0.737 -3.917 -4.109 0.0 0.2 0.0 -0.003
C 2.984 0.950 3.329 0.1 0.1 -0.3 0.000
C -1.530 2.519 -4.876 0.0 -0.2 0.1 0.005
C 0.895 -1.495 -4.212 -0.1 -0.7 0.1 0.027
C -3.028 -1.460 2.510 -1.0 -0.4 0.3 -0.006
C 1.162 -2.706 -3.552 -0.1 -0.1 -0.3 -0.002
C -0.257 1.576 -0.614 0.3 0.5 0.0 -0.152
C -1.934 -2.185 4.399 -0.7 -0.1 0.4 -0.005
C -0.766 1.564 -4.202 0.0 0.3 -0.1 0.007
C 0.620 1.499 -4.402 0.2 0.6 -0.1 -0.007
C -0.932 3.370 -5.810 0.3 -0.2 0.1 0.004
C -2.387 2.576 -0.043 0.0 0.0 -0.1 0.016
C -2.110 3.637 -0.907 0.3 0.0 -0.2 0.014
C 0.049 -3.929 -5.327 0.1 0.2 0.2 0.003
C -1.406 -1.431 -1.438 -1.0 -0.8 -0.5 0.143
C -2.230 -2.554 -1.521 0.3 0.8 -0.2 -0.049
C 1.948 2.076 3.474 -0.3 0.0 0.4 -0.002
C -0.758 -3.763 -0.016 0.2 0.1 -0.1 -0.079
H -2.408 -3.600 2.732 0.0 0.2 0.0 0.004
H -1.246 0.894 -3.486 0.1 0.1 -0.3 0.000
H 4.137 -1.180 1.529 -0.1 -0.1 0.2 0.008
H -0.759 -2.726 -6.937 0.1 -0.1 0.2 0.000
H -2.600 2.586 -4.674 0.3 0.0 -0.1 0.001
H 1.044 -0.966 5.119 0.4 -0.2 -0.3 0.001
H 2.317 2.399 -5.394 -0.4 0.1 -0.1 0.000
H -2.539 -4.607 -0.910 0.2 0.3 0.1 0.013
H 3.591 0.806 4.236 -0.1 0.2 -0.2 -0.001
H -0.261 -4.876 -5.767 0.1 0.2 0.1 0.000
H 4.410 -1.685 3.232 0.0 0.0 -0.3 0.000
H 2.997 0.190 -4.500 0.1 0.2 0.2 0.006
H 0.328 1.707 6.850 0.2 0.1 0.0 0.000
H -0.041 -0.586 -5.940 0.0 -0.3 0.1 0.000
H 1.078 2.825 -1.791 -0.3 -0.1 -0.1 0.013
H 2.809 -1.250 5.202 -0.2 -0.2 0.1 0.000
H -2.855 4.410 -1.079 0.1 -0.1 0.1 0.002
H 3.346 -2.653 2.159 0.2 0.2 0.0 0.000
H -3.307 0.644 3.241 0.2 -0.3 0.0 0.000
H 3.674 1.197 2.510 0.0 -0.1 0.2 0.001
H -1.615 2.695 4.764 0.3 0.2 -0.2 0.000
H 2.372 2.939 4.008 0.0 -0.2 -0.3 0.000
H -0.235 3.839 4.555 -0.3 -0.2 -0.2 0.000
H 1.394 0.042 0.856 0.3 0.1 -0.9 0.138
H 1.018 -2.694 0.649 -0.3 -0.1 -0.3 0.000
H 1.290 3.033 6.114 0.0 -0.3 0.1 0.000
H 0.928 3.971 -6.745 -0.1 -0.1 0.2 0.000
H 1.583 2.435 2.504 0.2 -0.2 0.0 0.004
H 2.007 1.401 6.331 -0.2 0.1 0.0 0.000
H -1.542 4.073 -6.377 0.2 -0.2 0.2 0.000
H 0.963 -4.853 -3.594 -0.1 0.3 -0.2 0.001
H -2.053 -0.217 5.461 0.1 -0.1 -0.3 0.000
H -3.137 -2.499 -2.129 0.3 -0.1 0.2 0.002
H -1.735 0.680 0.723 0.0 0.3 -0.4 -0.001
H -3.327 2.524 0.500 0.1 0.1 -0.1 0.001
H -1.503 -2.832 5.158 0.0 0.1 -0.2 0.000
H 1.734 -2.476 4.468 0.1 0.2 0.1 0.000
H -0.653 4.537 -2.245 -0.1 -0.2 0.4 0.001
H -0.519 -4.663 0.556 -0.1 0.2 -0.2 -0.003
H -0.958 3.000 3.120 0.0 0.0 0.4 0.001
H 1.708 -2.704 -2.607 -0.1 -0.1 -0.2 -0.002
H -3.528 -1.456 1.542 0.2 0.0 0.2 0.000
H -1.692 -0.504 -1.956 0.2 -0.5 0.2 0.003
```
Forces are in eV/Å.

=====

The following is a quantum chemistry calculation of a structure of composition C35H43NO27PV at a distorted geometry, from OMol25.

Computed properties:
Energy relative to the best compared isomer or geometry (same formula, charge and spin) in kcal/mol: 0.0
Charge: -2

XYZ file:
```
108
Properties=species:S:1:pos:R:3:forces:R:3:mulliken_charge:R:1
V -15.855 2.757 0.322 -2.1 -2.4 3.9 0.556
P -13.815 3.914 -0.122 2.4 2.4 0.2 1.250
O -14.487 -0.005 -6.131 -0.8 0.0 -0.4 -0.695
O -21.207 -2.465 3.925 0.0 -0.2 0.1 -0.428
O -12.744 1.828 2.535 0.4 -0.3 -0.3 -0.545
O -11.413 1.064 4.738 0.2 0.1 0.2 -0.640
O -17.286 4.224 1.463 0.7 0.6 0.0 -0.091
O -15.997 1.888 1.703 0.6 0.8 -1.5 0.259
O -14.623 4.286 1.145 -0.3 0.7 1.1 -0.736
O -20.826 7.116 0.994 -0.4 -0.5 0.0 -0.563
O -12.179 5.265 -7.346 -0.1 0.6 0.0 -0.580
O -13.064 -3.331 4.314 0.3 -0.2 0.3 -0.590
O -15.068 -1.644 6.340 0.1 -0.5 -0.2 -0.183
O -13.728 2.344 0.183 0.0 -0.2 -1.2 -0.288
O -12.852 0.832 -1.881 0.1 0.1 0.6 -0.664
O -21.073 0.507 -0.690 -0.5 -0.3 0.3 -0.660
O -19.203 9.213 1.868 -1.2 -0.2 -0.6 -0.658
O -16.658 1.452 5.969 -0.4 -0.2 0.0 -0.578
O -15.032 3.972 -1.104 0.2 -0.5 -1.4 -0.554
O -14.319 -2.573 2.047 0.0 -0.7 0.2 -0.724
O -17.116 2.277 -0.526 0.1 0.4 -0.7 -0.834
O -15.424 -0.031 -0.925 0.8 0.2 0.0 -0.429
O -15.526 6.415 2.190 -1.0 0.0 0.3 -0.604
O -16.564 4.159 -6.075 -0.2 -0.4 0.0 -0.619
O -18.610 -1.244 3.202 0.2 -0.5 1.5 -0.014
O -15.773 3.562 -3.568 0.2 0.4 -0.1 -0.277
O -11.387 4.861 -4.775 0.8 0.0 -0.8 -0.657
O -17.157 0.040 -5.218 0.9 0.1 -0.4 -0.596
O -12.591 4.718 -0.431 -1.0 -1.3 0.0 -1.001
N -20.920 2.564 -1.669 0.8 1.2 0.2 0.139
C -13.120 5.000 -6.419 0.7 -1.5 -0.4 0.442
C -20.411 1.466 -1.018 -0.1 0.4 -0.6 0.194
C -19.071 5.629 1.424 -0.3 0.2 0.4 -0.939
C -13.673 -1.725 2.631 0.4 1.6 0.3 0.676
C -20.303 -2.886 4.937 -0.4 0.1 0.1 -0.523
C -15.052 -0.236 6.418 -0.3 0.2 -0.8 -0.733
C -12.064 0.240 4.146 -0.5 -1.0 -0.2 0.352
C -16.049 0.324 5.390 0.4 -0.7 0.4 1.011
C -20.055 3.709 -1.926 1.1 -0.4 -0.8 -0.673
C -22.313 2.904 -1.659 -0.9 -1.3 0.6 -1.009
C -13.626 -0.324 2.261 0.2 -0.9 -0.5 -0.497
C -12.542 4.656 -5.061 -2.4 0.3 1.5 0.419
C -17.373 7.800 2.143 -0.8 -0.6 0.2 -0.495
C -16.084 0.128 -4.386 -1.2 -0.1 0.3 0.801
C -16.289 0.151 -3.072 -0.4 0.0 0.1 -0.873
C -19.577 6.862 1.438 -0.7 0.7 -1.0 0.487
C -12.882 -2.075 3.881 -1.2 -0.1 0.0 0.251
C -15.394 4.245 -5.785 0.7 1.3 -0.2 0.509
C -14.722 0.181 -4.947 1.8 0.4 0.0 0.452
C -17.648 5.367 1.668 -1.6 -0.3 -0.4 0.092
C -17.344 2.248 5.038 0.3 1.6 -0.2 -0.422
C -12.208 -1.162 4.582 1.0 -0.2 0.2 -0.759
C -14.399 4.762 -6.734 0.0 0.5 -0.6 -0.884
C -12.843 0.570 2.903 -0.4 1.3 -0.6 1.130
C -19.799 -1.075 2.473 0.4 0.2 0.0 -0.030
C -14.857 4.017 -4.416 -0.5 -1.0 1.0 0.653
C -13.857 0.524 -2.678 0.6 0.8 -0.2 0.256
C -18.782 8.073 1.805 2.9 -0.1 1.3 0.519
C -17.395 -1.302 2.496 -0.3 1.0 -1.4 -0.067
C -13.557 4.202 -4.097 0.2 -0.4 -0.1 -0.600
C -20.967 -1.160 3.427 0.0 0.0 0.1 -0.748
C -16.835 6.563 2.058 2.1 -0.2 -0.6 0.241
C -15.204 0.219 -2.090 -0.9 -0.6 -0.5 0.367
C -14.414 -2.274 7.422 -0.6 0.5 -0.3 -0.895
C -13.647 0.528 -4.019 -0.7 -0.4 1.0 -0.439
H -20.413 4.237 -2.811 -0.3 0.2 0.2 0.380
H -17.299 0.107 -2.688 0.0 0.0 0.1 0.327
H -20.925 8.040 0.731 0.3 0.2 0.4 0.326
H -15.372 0.093 7.412 0.2 0.1 0.0 0.535
H -19.323 1.515 -0.857 0.1 0.1 -0.1 0.390
H -20.719 -3.773 5.418 -0.2 -0.1 -0.2 0.250
H -16.643 2.640 4.293 -0.1 -0.4 -0.3 0.155
H -21.898 -0.862 2.944 0.1 0.0 -0.3 0.369
H -19.320 -3.128 4.541 0.1 0.2 0.1 0.169
H -16.685 8.553 2.500 -0.3 0.4 -0.3 0.460
H -19.056 3.385 -2.232 0.0 -0.3 0.2 0.085
H -13.379 -1.937 7.529 0.0 0.0 0.1 0.288
H -20.805 -0.427 4.229 0.1 -0.2 0.3 0.309
H -16.767 -0.476 5.183 -0.2 0.2 -0.1 -0.010
H -18.231 1.850 4.537 0.2 -0.7 0.1 0.125
H -16.807 0.172 -6.115 -0.1 -0.1 0.0 0.318
H -22.660 3.414 -2.556 0.4 0.1 -0.1 0.301
H -15.524 0.571 4.462 -0.1 0.2 -0.1 -0.395
H -22.592 3.490 -0.773 0.1 0.2 -0.1 0.313
H -13.120 2.009 1.594 -0.2 -0.1 0.6 0.222
H -19.887 -1.869 1.725 -0.1 0.3 -0.3 0.318
H -13.829 -3.704 3.847 0.2 0.1 -0.4 0.368
H -17.677 3.150 5.561 -0.1 -0.2 0.3 0.379
H -20.261 -2.101 5.696 0.4 0.0 0.1 0.269
H -14.773 4.996 -7.723 0.1 -0.1 -0.1 0.403
H -13.317 3.920 -3.079 0.6 0.4 0.0 0.475
H -13.146 1.277 -1.027 -0.2 -0.1 -0.1 0.298
H -15.191 5.533 1.790 0.4 -0.5 -0.1 0.560
H -11.327 5.289 -6.876 -0.1 0.1 0.2 0.349
H -14.137 -0.040 1.348 -0.2 0.1 0.1 0.196
H -11.652 -1.482 5.455 -0.1 0.2 0.1 0.391
H -17.252 -2.225 1.928 0.0 -0.2 0.3 0.286
H -14.440 -3.345 7.234 0.1 0.0 0.0 0.236
H -14.061 0.123 6.123 0.1 0.1 0.6 0.141
H -16.551 -1.087 3.143 -0.2 -0.4 0.3 -0.499
H -12.642 0.783 -4.319 -0.1 -0.1 -0.5 0.473
H -19.673 4.775 1.150 0.0 0.0 -0.1 0.649
H -22.875 1.968 -1.571 0.0 0.1 -0.1 0.346
H -19.783 -0.060 2.056 -0.2 -0.2 -0.6 0.150
H -19.866 4.411 -1.112 -0.6 0.0 0.2 0.178
H -17.394 -0.482 1.767 0.2 0.0 -0.1 0.102
H -15.000 -2.030 8.316 0.3 -0.2 0.3 0.356
H -15.483 3.637 -2.595 0.2 0.1 -0.2 0.400
```
Forces are in eV/Å.